No. 1
{
  "formula": "C35H55BClN6ORe",
  "method": "ωB97M-V with the def2-TZVPD basis set",
  "elements": ["Re", "Cl", "O", "N", "N", "N", "N", "N", "N", "C", "C", "C", "C", "C", "C", "C", "C", "C", "C", "C", "C", "C", "C", "C", "C", "C", "C", "C", "C", "C", "C", "C", "C", "C", "C", "C", "C", "C", "C", "C", "C", "C", "C", "C", "B", "H", "H", "H", "H", "H", "H", "H", "H", "H", "H", "H", "H", "H", "H", "H", "H", "H", "H", "H", "H", "H", "H", "H", "H", "H", "H", "H", "H", "H", "H", "H", "H", "H", "H", "H", "H", "H", "H", "H", "H", "H", "H", "H", "H", "H", "H", "H", "H", "H", "H", "H", "H", "H", "H", "H"],
  "xyz": [[0.508, 0.343, -0.339], [-2.108, 4.686, -1.658], [0.723, 1.364, -1.892], [0.872, -1.749, -0.594], [-0.631, -0.558, 1.268], [0.072, -1.338, 2.144], [2.089, 0.571, 1.185], [1.544, -2.376, 0.415], [2.419, -0.554, 1.881], [-0.802, -3.876, -3.134], [-0.946, 2.827, 0.484], [1.850, 3.783, 1.550], [-1.849, 3.804, 0.908], [-2.430, 4.756, 0.030], [-4.055, -1.382, 0.785], [3.272, 3.017, -0.363], [1.823, -3.644, 0.085], [1.218, 1.839, -3.171], [3.791, 0.986, 2.587], [-0.248, -2.624, 4.259], [3.081, 2.971, 1.148], [-0.722, -1.766, 3.133], [3.421, -0.334, 2.732], [2.631, 1.321, -3.401], [0.691, -2.672, -1.565], [2.556, -4.591, 0.976], [3.994, -1.370, 3.644], [-3.946, 0.879, 1.841], [0.949, -2.323, -4.000], [1.315, -3.861, -1.175], [-3.567, 5.794, 1.862], [-3.275, 5.737, 0.504], [-3.009, 0.491, -0.440], [-3.022, 4.869, 2.754], [-1.917, -0.575, 1.678], [4.307, 3.624, 1.798], [2.954, 1.530, 1.614], [-1.989, -1.287, 2.881], [-1.129, -1.455, -2.853], [-2.184, 3.890, 2.283], [-0.067, -2.551, -2.872], [-3.186, -0.117, 0.956], [1.180, 3.361, -3.171], [0.291, 1.338, -4.270], [1.521, -1.776, 1.824], [-0.114, -4.682, -3.391], [3.316, 4.053, -0.707], [-4.111, 0.480, 2.844], [0.993, 3.515, 0.931], [-1.737, 3.175, 2.964], [0.436, -2.224, -4.959], [1.883, -2.592, 2.617], [4.205, 3.689, 2.882], [1.951, -4.881, 1.836], [5.224, 3.082, 1.561], [-3.923, 0.333, -1.016], [-0.737, 1.653, -4.076], [-3.260, 4.923, 3.808], [1.870, 3.788, -2.446], [0.608, 1.760, -5.225], [-4.228, 6.570, 2.226], [-0.621, 2.065, 1.187], [-1.381, -4.183, -2.261], [-1.536, -1.318, -3.857], [-4.922, 1.096, 1.398], [2.036, 4.849, 1.404], [-0.734, -0.494, -2.532], [1.453, 3.729, -4.161], [1.538, -1.425, -3.824], [-5.005, -1.111, 0.319], [4.405, 4.639, 1.411], [1.364, -4.782, -1.731], [-1.069, -2.798, 4.952], [-2.866, -1.476, 3.477], [3.269, -1.690, 4.393], [3.023, 1.703, -4.345], [3.296, 1.628, -2.598], [4.206, 2.523, -0.645], [2.452, 2.514, -0.864], [1.641, -3.165, -4.067], [4.854, -0.950, 4.160], [-1.488, -3.748, -3.973], [0.171, 3.707, -2.943], [2.632, 0.231, -3.441], [-1.949, -1.740, -2.192], [0.568, -2.147, 4.804], [1.589, 3.618, 2.599], [3.481, -4.151, 1.350], [-0.588, 2.784, -0.539], [-3.704, 6.452, -0.184], [-4.271, -1.861, 1.738], [-3.400, 1.818, 1.933], [2.803, -5.490, 0.414], [0.110, -3.589, 3.900], [-2.190, 0.034, -0.987], [4.588, 1.477, 3.116], [-3.551, -2.111, 0.146], [4.317, -2.254, 3.095], [0.319, 0.256, -4.354], [-2.828, 1.566, -0.406]],
  "energy_ev": -63499.2484,
  "max_force_ev_per_a": 0.88,
  "spin_multiplicity": 2,
  "de_lowest_kj_mol": 0.0,
  "mol_weight_g_mol": 808.34,
  "charge": 1,
  "s_squared": 0.761
}

---

No. 2
{
  "formula": "C35H55BF5IO7P",
  "method": "ωB97M-V with the def2-TZVPD basis set",
  "elements": ["I", "P", "F", "F", "F", "F", "F", "O", "O", "O", "O", "O", "O", "O", "C", "C", "C", "C", "C", "C", "C", "C", "C", "C", "C", "C", "C", "C", "C", "C", "C", "C", "C", "C", "C", "C", "C", "C", "C", "C", "C", "C", "C", "C", "C", "C", "C", "C", "C", "B", "H", "H", "H", "H", "H", "H", "H", "H", "H", "H", "H", "H", "H", "H", "H", "H", "H", "H", "H", "H", "H", "H", "H", "H", "H", "H", "H", "H", "H", "H", "H", "H", "H", "H", "H", "H", "H", "H", "H", "H", "H", "H", "H", "H", "H", "H", "H", "H", "H", "H", "H", "H", "H", "H", "H"],
  "xyz": [[-2.687, 2.284, 0.876], [-4.009, -0.555, -2.799], [-9.692, 3.372, -2.005], [-8.084, 4.384, -0.740], [-4.990, -1.069, 1.351], [-4.969, 1.145, 1.841], [-9.731, 3.234, 0.196], [-2.475, -0.509, 0.342], [-4.170, -1.939, -2.274], [0.137, 0.208, 1.642], [-0.075, -0.464, -0.552], [-2.772, -0.631, -3.936], [-5.364, -0.024, -3.665], [-2.030, 0.714, -1.690], [0.429, 3.065, 7.467], [-7.941, -0.423, -1.734], [-3.502, 0.361, 0.039], [-8.072, 1.932, -0.893], [1.679, 3.696, -1.333], [-3.466, 0.724, -1.519], [0.789, 2.616, -0.899], [6.941, -1.774, 1.597], [0.369, 0.363, 0.463], [1.273, 1.565, -0.001], [0.317, -2.613, -7.341], [-8.644, 0.853, -1.731], [2.387, -3.908, -8.083], [3.072, 3.727, -0.842], [5.686, -1.101, 2.156], [8.097, -2.211, 3.828], [3.999, -2.850, 1.378], [1.034, -1.589, -6.459], [2.653, 1.606, 0.455], [-0.016, -2.282, -4.239], [-6.743, -0.610, -0.930], [0.182, 3.518, 6.028], [-6.861, 1.733, -0.085], [1.002, -3.975, -7.450], [0.112, 1.137, 5.004], [1.489, 1.188, 4.352], [-0.552, 2.510, 5.141], [-0.854, 2.813, 8.250], [1.272, -2.025, -5.013], [-8.864, 3.276, -0.906], [7.595, -2.804, 2.517], [-4.899, 0.216, 0.809], [3.587, 2.673, 0.045], [-6.152, 0.437, -0.077], [4.553, -2.048, 2.550], [-1.533, -0.381, -0.815], [8.594, -2.980, 4.425], [-0.534, 0.500, 4.394], [-0.662, 2.944, 4.142], [-0.266, 2.548, -1.262], [-1.439, 2.000, 7.815], [1.905, -2.918, -4.983], [-0.589, -3.106, -4.671], [3.630, -2.186, 0.592], [-0.620, 2.537, 9.281], [-0.648, -1.392, -4.227], [5.311, -0.395, 1.407], [1.831, -1.234, -4.503], [0.373, -4.631, -8.060], [7.674, -0.995, 1.359], [0.211, -2.189, -8.347], [-1.735, -1.431, -1.386], [2.337, -3.471, -9.084], [1.144, 3.771, 5.570], [4.645, 2.697, 0.396], [-6.221, -1.603, -0.948], [3.077, -3.312, -7.482], [3.066, 0.810, 1.124], [0.446, -0.664, -6.458], [-1.570, 2.368, 5.520], [1.997, -1.330, -6.912], [3.717, 4.582, -1.170], [-0.702, -2.762, -6.972], [2.810, -4.911, -8.174], [-8.367, -1.261, -2.342], [8.446, -3.247, 1.989], [-0.396, 4.449, 6.043], [6.701, -2.257, 0.644], [-5.328, 0.951, -3.555], [2.196, 1.766, 4.953], [0.213, -2.545, -3.205], [1.434, 1.636, 3.358], [-6.543, 2.606, 0.532], [1.051, 2.166, 7.483], [1.000, 3.845, 7.981], [4.883, -2.732, 3.339], [-1.478, 3.711, 8.276], [-2.692, 0.298, -4.247], [-9.580, 1.001, -2.321], [3.167, -3.475, 1.708], [6.902, -3.624, 2.727], [5.956, -0.496, 3.028], [4.755, -3.509, 0.945], [1.262, 4.459, -2.031], [1.072, -4.447, -6.466], [1.892, 0.179, 4.244], [0.185, 0.652, 5.984], [7.279, -1.806, 4.427], [-3.856, 1.739, -1.821], [3.740, -1.455, 2.980], [8.819, -1.411, 3.643]],
  "energy_ev": -83178.1778,
  "max_force_ev_per_a": 3.63,
  "spin_multiplicity": 1,
  "mol_weight_g_mol": 851.50,
  "charge": -1
}

---

No. 3
{
  "formula": "C35H55Br12N3O2",
  "method": "ωB97M-V with the def2-TZVPD basis set",
  "elements": ["Br", "Br", "Br", "Br", "Br", "Br", "Br", "Br", "Br", "Br", "Br", "Br", "O", "O", "N", "N", "N", "C", "C", "C", "C", "C", "C", "C", "C", "C", "C", "C", "C", "C", "C", "C", "C", "C", "C", "C", "C", "C", "C", "C", "C", "C", "C", "C", "C", "C", "C", "C", "C", "C", "C", "C", "H", "H", "H", "H", "H", "H", "H", "H", "H", "H", "H", "H", "H", "H", "H", "H", "H", "H", "H", "H", "H", "H", "H", "H", "H", "H", "H", "H", "H", "H", "H", "H", "H", "H", "H", "H", "H", "H", "H", "H", "H", "H", "H", "H", "H", "H", "H", "H", "H", "H", "H", "H", "H", "H", "H"],
  "xyz": [[-23.348, 2.589, 12.977], [-18.577, 0.719, 11.097], [-19.032, 5.312, 13.635], [-18.763, 2.249, 13.827], [-15.597, 4.104, 13.113], [-18.707, -2.299, 14.654], [-15.955, -2.687, 15.716], [-19.724, 0.417, 16.894], [-13.822, -4.334, 17.827], [-13.328, 1.021, 15.208], [-10.253, -2.342, 13.857], [-22.665, 0.968, 15.234], [-16.313, 0.410, 17.045], [-13.504, 2.627, 18.701], [-17.776, 2.892, 17.799], [-19.264, -1.644, 19.562], [-15.642, -1.359, 10.485], [-14.156, -0.331, 12.243], [-13.326, 2.355, 17.339], [-13.747, 3.596, 16.570], [-18.271, 3.636, 18.843], [-21.170, -0.978, 16.660], [-18.628, 2.793, 16.759], [-19.084, -0.703, 13.486], [-16.837, 3.936, 14.618], [-19.496, 4.379, 18.747], [-15.833, -1.906, 12.837], [-14.566, -0.593, 10.909], [-18.169, -1.308, 18.849], [-20.256, 4.297, 17.581], [-15.359, 1.288, 16.359], [-11.653, 0.073, 14.639], [-17.175, 0.884, 14.870], [-21.536, 2.545, 13.799], [-21.866, -0.848, 15.245], [-19.491, -3.614, 18.102], [-18.119, -0.732, 12.333], [-14.874, -1.579, 17.087], [-13.832, 4.692, 17.558], [-14.814, -1.061, 13.232], [-13.831, 4.047, 18.932], [-19.848, 3.445, 16.558], [-11.951, -1.351, 14.044], [-17.712, -2.059, 17.704], [-17.630, 5.205, 15.025], [-17.299, -0.009, 16.103], [-15.682, 1.188, 14.809], [-18.392, -3.322, 17.367], [-16.265, -2.012, 11.454], [-19.875, -2.778, 19.180], [-20.380, 2.796, 12.835], [-13.601, -2.385, 17.413], [-14.753, 5.270, 17.476], [-15.475, 2.119, 14.280], [-19.784, 4.927, 19.632], [-18.112, 2.375, 15.908], [-19.026, 0.215, 14.070], [-17.422, 3.043, 14.399], [-17.074, -0.655, 12.633], [-15.223, 0.329, 14.320], [-21.378, 1.556, 14.229], [-17.645, -0.399, 19.106], [-21.493, 3.220, 14.654], [-15.475, 2.322, 16.685], [-21.059, -0.986, 14.525], [-20.852, -3.017, 19.574], [-21.845, -0.897, 17.512], [-12.653, -1.902, 14.669], [-10.954, -0.111, 15.455], [-20.363, 3.348, 15.613], [-13.006, 4.464, 19.509], [-20.432, 2.164, 11.948], [-17.754, 3.678, 19.790], [-11.106, 0.693, 13.930], [-13.400, 0.353, 12.600], [-16.379, -2.416, 13.617], [-14.658, 3.548, 15.975], [-17.686, 1.846, 14.913], [-12.995, 5.381, 17.448], [-16.937, -1.646, 17.075], [-17.986, 5.122, 16.052], [-12.953, -2.259, 16.545], [-22.599, -1.597, 14.945], [-13.878, 1.450, 17.083], [-20.372, 3.847, 12.545], [-20.129, -0.781, 13.190], [-18.332, 0.218, 16.363], [-21.223, 4.775, 17.533], [-18.135, -1.729, 11.892], [-17.242, 6.223, 14.993], [-12.890, 3.737, 15.911], [-17.248, -1.035, 15.738], [-19.977, -4.563, 17.932], [-14.819, 4.156, 19.379], [-20.654, -1.936, 16.714], [-14.348, 0.938, 16.569], [-18.146, -3.913, 16.498], [-14.734, -0.666, 16.508], [-14.573, -1.024, 14.284], [-12.502, -1.297, 13.105], [-17.113, -2.637, 11.215], [-17.495, 0.262, 14.034], [-15.552, -1.354, 17.911], [-16.115, 3.656, 15.386], [-12.984, -1.890, 18.162], [-12.269, 2.205, 17.122], [-13.949, -0.236, 10.098]],
  "energy_ev": -886231.9497,
  "max_force_ev_per_a": 12.00,
  "spin_multiplicity": 1,
  "de_lowest_kj_mol": 2815.7,
  "mol_weight_g_mol": 1508.69
}

---

No. 4
{
  "formula": "C35H55CeN4OP2",
  "method": "ωB97M-V with the def2-TZVPD basis set",
  "elements": ["Ce", "P", "P", "O", "N", "N", "N", "N", "C", "C", "C", "C", "C", "C", "C", "C", "C", "C", "C", "C", "C", "C", "C", "C", "C", "C", "C", "C", "C", "C", "C", "C", "C", "C", "C", "C", "C", "C", "C", "C", "C", "C", "C", "H", "H", "H", "H", "H", "H", "H", "H", "H", "H", "H", "H", "H", "H", "H", "H", "H", "H", "H", "H", "H", "H", "H", "H", "H", "H", "H", "H", "H", "H", "H", "H", "H", "H", "H", "H", "H", "H", "H", "H", "H", "H", "H", "H", "H", "H", "H", "H", "H", "H", "H", "H", "H", "H", "H"],
  "xyz": [[-0.762, -0.398, 0.125], [2.082, 0.156, 3.093], [-1.879, -0.192, -2.637], [-2.555, -3.788, 0.897], [-3.023, 0.078, 1.178], [0.971, -0.810, -1.766], [0.456, 1.221, 0.700], [-6.063, -1.616, 5.322], [-1.967, -2.850, 0.564], [-5.431, -1.182, 4.436], [-4.648, -0.655, 3.341], [1.892, 3.552, 0.637], [2.045, -0.820, -3.903], [-2.073, -2.934, -2.958], [-4.225, -1.785, -2.462], [4.430, -0.161, 4.593], [2.327, -0.140, 0.101], [-2.611, 1.574, -2.889], [1.703, 1.063, 0.275], [1.291, -1.478, 3.529], [-3.950, 1.514, -3.635], [-4.343, -0.233, 0.989], [-3.369, -0.134, 3.560], [2.229, -0.765, -1.196], [4.855, 0.046, 2.148], [1.772, 2.462, -1.701], [-5.157, -0.650, 2.034], [-1.646, 2.478, -3.673], [0.229, -1.889, 2.481], [-2.903, -1.662, -3.238], [2.346, -2.588, 3.519], [-0.414, -0.415, -3.792], [2.328, 2.388, -0.273], [3.942, 0.510, 3.297], [0.899, -0.717, -3.100], [3.288, -1.047, -3.312], [-2.845, 2.201, -1.497], [4.018, 2.051, 3.331], [-2.617, 0.293, 2.463], [3.372, -1.112, -1.932], [0.604, -1.177, 4.875], [3.846, 2.298, -0.371], [-3.210, -1.525, -4.742], [-4.703, 0.923, -3.098], [2.109, 1.580, -2.267], [-2.627, -3.798, -3.356], [1.836, -3.551, 3.668], [3.706, -0.074, 5.416], [5.061, -1.030, 2.184], [0.812, 3.510, 0.807], [0.105, -2.071, 5.268], [-3.841, 1.132, -4.657], [3.357, 2.485, 4.092], [-4.871, -0.906, -2.579], [4.182, -1.171, -3.932], [0.685, -2.006, 1.477], [2.802, -0.717, 0.906], [-0.657, 2.548, -3.200], [-0.279, 0.497, -4.407], [-2.361, -1.181, -5.345], [4.332, 2.281, 0.610], [4.649, -1.225, 4.417], [3.103, -2.483, 4.302], [-0.585, -1.230, -4.520], [-4.737, -0.165, -0.031], [4.466, 0.295, 1.156], [-1.522, 2.153, -4.715], [4.302, -1.344, -1.414], [-3.300, 3.194, -1.638], [-6.171, -1.002, 1.835], [5.816, 0.571, 2.259], [2.076, 3.362, -2.249], [-0.634, -1.198, 2.487], [-1.091, -2.922, -3.444], [-4.055, -0.851, -4.925], [-1.906, 2.351, -0.934], [4.169, 1.398, -0.911], [-0.170, -2.873, 2.752], [0.672, 2.440, -1.685], [5.374, 0.317, 4.894], [2.131, 4.530, 0.203], [2.377, 3.474, 1.616], [1.941, -0.707, -4.972], [-1.929, -3.100, -1.879], [-4.069, -1.961, -1.389], [-3.499, -2.515, -5.126], [-0.165, -0.398, 4.749], [-4.773, -2.651, -2.865], [-2.946, -0.091, 4.566], [-3.526, 1.606, -0.875], [4.249, 3.167, -0.910], [3.727, 2.464, 2.359], [-4.346, 2.539, -3.712], [-2.066, 3.497, -3.698], [-1.657, 0.823, 2.598], [5.050, 2.375, 3.527], [1.314, -0.814, 5.632], [2.854, -2.638, 2.540]],
  "energy_ev": -76671.0326,
  "max_force_ev_per_a": 6.64,
  "spin_multiplicity": 1,
  "de_lowest_kj_mol": 495.8,
  "mol_weight_g_mol": 749.92,
  "charge": 3
}